[1]
Computed, not measured: one molecule with the formula C5H8O, with wB97M-V/def2-TZVPD.

Summary:
HOMO level ... -9.81 eV
Energy above the lowest of the compared OMol25 structures with the same formula, charge and spin ... 222.8 kJ/mol
Total charge ... 0
Structure (SMILES) ... O[C@H]1C[C@H]2C[C@H]21

Positions of all 14 atoms, in Å:
O1 -1.24415 1.88475 0.21806
C1 -0.74527 0.60691 0.52973
C2 -1.09238 -0.60155 -0.35831
C3 0.31550 -1.11529 -0.02928
C4 1.40189 -0.27769 -0.61939
C5 0.72250 0.26897 0.58050
H1 -0.59551 2.34831 -0.32031
H2 -1.01592 0.36298 1.55192
H3 -1.31306 -0.35948 -1.40790
H4 -1.91224 -1.21482 0.02909
H5 0.46297 -2.14333 0.29922
H6 1.35821 0.21742 -1.58291
H7 2.37933 -0.65500 -0.31456
H8 1.27812 0.67784 1.42414

How is the electron density shared among the atoms? According to natural (NBO), the charges in e are: -0.7132 0.1050 -0.4375 -0.1891 -0.4238 -0.2626 0.4680 0.1705 0.2083 0.2132 0.2210 0.2026 0.2218 0.2158

=====

[2]
Computed, not measured: C5H8O as an isolated structure at a distorted geometry, with wB97M-V/def2-TZVPD.

Summary:
HOMO level (spin up / spin down) ... -6.54 / -7.05 eV
Energy above the lowest of the compared OMol25 structures with the same formula, charge and spin ... 425.1 kJ/mol
Total charge ... 0

Positions of all 14 atoms, in Å:
C1 1.19163 -1.12856 0.35426
C2 0.15596 -1.32951 -0.80077
C3 -0.36246 -0.00666 -0.35489
C4 0.36769 0.07395 0.92316
C5 -1.35213 2.05921 -0.36748
O1 -1.11644 0.87026 -0.89082
H1 2.14801 -0.80852 -0.07017
H2 1.35459 -1.96742 1.03200
H3 -0.51048 -2.18655 -0.62389
H4 0.53702 -1.39152 -1.82658
H5 0.89503 1.01021 1.15336
H6 -0.30793 -0.13235 1.77578
H7 -2.16052 2.57831 -0.84184
H8 -0.83995 2.35915 0.53788

How is the electron density shared among the atoms? According to natural (NBO), the charges in e are: -0.3739 -0.4480 0.3029 -0.4890 -0.2526 -0.3332 0.2093 0.2049 0.2069 0.2138 0.2113 0.2154 0.1737 0.1584

=====

[3]
Computed, not measured: one molecule with the formula C5H8O at a distorted geometry, with wB97M-V/def2-TZVPD.

Summary:
HOMO level ... -9.28 eV
Energy above the lowest of the compared OMol25 structures with the same formula, charge and spin ... 303.5 kJ/mol
Total charge ... 0
Structure (SMILES) ... C#CC[C@@H](C)O

Positions of all 14 atoms, in Å:
C1 -1.39528 0.30487 -1.76977
C2 -0.29460 -0.20390 -1.78720
C3 0.69964 -0.70780 -0.84069
C4 0.06548 -0.37068 0.58324
C5 0.85583 0.73372 1.26194
O1 -1.27354 0.18140 0.57042
H1 -2.34901 0.76277 -1.86853
H2 1.67905 -0.21885 -0.97013
H3 0.88341 -1.78215 -0.98192
H4 0.01924 -1.29051 1.17139
H5 0.93975 1.57773 0.56656
H6 0.28805 1.05869 2.13469
H7 1.86316 0.43541 1.56808
H8 -1.97414 -0.47656 0.45105

How is the electron density shared among the atoms? According to natural (NBO), the charges in e are: -0.1968 -0.0554 -0.4992 0.1064 -0.6259 -0.7176 0.2279 0.2303 0.2290 0.1725 0.2147 0.2248 0.2102 0.4792

=====

[4]
Computed, not measured: one molecule with the formula C5H8O, with wB97M-V/def2-TZVPD.

Summary:
HOMO level ... -7.99 eV
Energy above the lowest of the compared OMol25 structures with the same formula, charge and spin ... 571.5 kJ/mol
Total charge ... 0

Positions of all 14 atoms, in Å:
C1 0.57100 1.14028 -1.33876
C2 -0.61147 0.21311 -1.51600
C3 0.42948 -0.07192 -0.49124
C4 -0.87220 -1.20391 1.19136
C5 0.27364 -0.70480 1.97067
O1 0.04651 0.22823 0.85783
H1 0.36633 2.08174 -0.83872
H2 1.35462 1.16592 -2.08657
H3 -0.66880 -0.42803 -2.39208
H4 -1.57719 0.55528 -1.15265
H5 1.06229 -0.94691 -0.59860
H6 -1.75989 -0.67208 1.56091
H7 0.14414 -0.14366 2.90146
H8 1.24153 -1.21326 1.93238

How is the electron density shared among the atoms? According to natural (NBO), the charges in e are: -0.4499 -0.4309 0.0921 -0.2358 -0.1423 -0.4326 0.2282 0.2201 0.2232 0.2295 0.2173 0.1231 0.1810 0.1771

=====

[5]
Computed, not measured: C5H8O as an isolated structure at a distorted geometry, with wB97M-V/def2-TZVPD.

Summary:
HOMO level ... -9.55 eV
Energy above the lowest of the compared OMol25 structures with the same formula, charge and spin ... 175.9 kJ/mol
Total charge ... 0

Positions of all 14 atoms, in Å:
O1 -0.63031 2.39462 -0.49079
C1 -0.35181 1.28567 -0.10475
C2 -1.35316 0.18153 0.26022
C3 -0.46312 -0.92836 0.75986
C4 0.83497 -0.65014 0.60495
C5 1.06806 0.75365 0.11755
H1 -2.08862 0.54516 0.98968
H2 -1.94862 -0.08236 -0.62882
H3 -0.85715 -1.86656 1.14596
H4 0.07094 -1.18438 -1.99645
H5 0.82073 -1.37509 -1.70943
H6 1.65621 -1.27952 0.94236
H7 1.56297 1.34505 0.89899
H8 1.67892 0.86072 -0.78932

How is the electron density shared among the atoms? According to natural (NBO), the charges in e are: -0.5233 0.6208 -0.5669 -0.1829 -0.1841 -0.5675 0.2455 0.2420 0.2150 -0.0070 0.0044 0.2166 0.2446 0.2427

=====

[6]
Computed, not measured: one molecule with the formula C5H8O at a distorted geometry, with wB97M-V/def2-TZVPD.

Summary:
HOMO level ... -8.21 eV
Energy above the lowest of the compared OMol25 structures with the same formula, charge and spin ... 390.1 kJ/mol
Total charge ... 0

Positions of all 14 atoms, in Å:
C1 1.68659 -0.74124 0.07147
C2 0.49102 0.15753 -0.02944
C3 -0.65040 -0.10977 -0.96527
C4 -1.70091 0.50527 -0.08830
C5 -1.10621 0.70345 1.14537
O1 -1.07549 1.32195 2.18050
H1 2.38586 -0.44391 0.85896
H2 1.41742 -1.79078 0.20071
H3 2.21813 -0.64031 -0.88570
H4 0.79532 1.21135 -0.06063
H5 -0.53066 0.45052 -1.90160
H6 -0.76549 -1.17218 -1.21359
H7 -2.63999 0.94669 -0.39692
H8 -0.52520 -0.39859 1.08445

How is the electron density shared among the atoms? According to natural (NBO), the charges in e are: -0.6477 -0.1234 -0.4791 -0.3364 0.3576 -0.5851 0.2316 0.2160 0.2291 0.2288 0.2452 0.2110 0.2216 0.2307